Below is C15H36GeHfO3P as an isolated structure, with properties calculated with ωB97M-V with the def2-TZVPD basis set.

Last column: Löwdin charge in e.
Cartesian coordinates (Å):
Hf (8.25967, 7.82086, 4.88044)  1.8746
C (13.70871, 10.02747, 4.70147)  0.0092
C (13.51382, 9.29464, 5.92196)  -0.2345
C (13.78983, 10.00729, 7.15508)  0.0175
C (13.11816, 7.88778, 5.90316)  0.0096
O (9.79441, 6.98283, 4.04076)  -0.6400
Ge (9.12517, 5.33778, 3.52474)  1.2044
O (8.79577, 9.14508, 6.25801)  -0.3495
C (8.05185, 10.43610, 6.16633)  -0.6581
C (9.10541, 11.52588, 5.75425)  0.0139
C (7.46449, 10.69719, 7.50123)  -0.0541
C (6.89508, 10.23207, 5.14104)  -0.0441
O (7.55688, 5.89709, 4.25105)  -0.5870
C (6.34166, 5.23796, 4.81694)  -0.6266
C (6.43022, 5.69559, 6.27456)  -0.0570
C (6.52619, 3.71243, 4.75985)  -0.0227
C (5.09482, 5.72512, 4.05803)  0.0133
H (14.24893, 10.97508, 4.92134)  0.1287
H (12.64373, 10.39189, 4.40915)  0.1666
H (14.00100, 9.36959, 3.80829)  0.1569
H (13.13251, 9.83592, 7.98462)  0.1111
H (14.00212, 11.02085, 7.00276)  0.0839
H (14.73670, 9.58414, 7.70572)  0.2071
H (13.91174, 7.28354, 5.36457)  0.1660
H (12.25738, 7.84714, 5.24221)  0.0846
H (12.85574, 7.48281, 6.84124)  0.0879
H (10.00738, 11.44008, 6.39375)  0.1013
H (8.59498, 12.50186, 5.92310)  0.1240
H (9.39822, 11.33328, 4.74031)  0.0727
H (8.19967, 10.51229, 8.32203)  0.1114
H (6.50808, 10.04765, 7.75388)  0.1258
H (7.10673, 11.71446, 7.67241)  0.1074
H (7.34287, 9.96995, 4.24117)  0.0317
H (6.23590, 11.10440, 4.92033)  0.1582
H (6.14632, 9.49185, 5.55820)  0.1033
H (7.34294, 5.46080, 6.88640)  0.1146
H (5.55007, 5.27633, 6.83875)  0.1362
H (6.27111, 6.80977, 6.43967)  0.0771
H (7.41001, 3.34763, 5.31813)  0.1078
H (6.55343, 3.41429, 3.76428)  0.0736
H (5.69934, 3.14361, 5.22804)  0.1325
H (5.06866, 6.82540, 4.11117)  0.0760
H (4.24506, 5.32727, 4.60857)  0.1124
H (5.23212, 5.43184, 2.90006)  0.1713
C (4.17063, 5.99793, 12.92712)  -0.1475
P (5.60698, 7.08398, 12.46076)  1.0531
C (6.91563, 6.41005, 11.48568)  -0.2625
C (5.12422, 8.86903, 12.24527)  -0.1846
H (4.24854, 4.98201, 12.73605)  0.0385
H (3.42667, 6.40493, 12.21149)  0.0801
H (4.09374, 6.13346, 13.95766)  0.0435
H (6.43611, 5.72396, 10.71997)  0.0721
H (7.37104, 5.73401, 12.18759)  0.0493
H (7.67356, 7.03587, 10.91754)  0.0839
H (5.96385, 9.36370, 12.72378)  0.0515
H (4.17566, 9.11945, 12.51717)  0.0125
H (5.01485, 9.04650, 11.05681)  0.1110

The spin multiplicity is 2. The charge is +4. The gap between HOMO and LUMO (spin up / spin down) is 0.188 / 0.306 hartree. The calculation puts the max |F| at 5.28 eV/A. As for the expectation value of S²: 0.7523. For the total energy, the calculation gives -3283.58476 Eh.